C7H10BFN2O6S | ωB97M-V/def2-TZVPD

The value obtained for the highest occupied orbital energy is -10.4 eV. Its total charge is 0.

```
28
Properties=species:S:1:pos:R:3:forces:R:3
S -3.827 -1.607 -2.626 -2.28 3.92 -4.66
F -3.506 -3.135 -3.412 -0.40 3.05 2.32
O -5.327 -1.313 -2.887 5.44 -2.04 2.05
O -1.178 -3.032 -0.538 -2.14 2.79 1.88
O 0.269 0.223 1.421 1.80 0.27 1.23
O -2.965 -0.546 -3.371 -2.20 -4.74 3.36
O -1.136 -0.485 -0.525 -3.21 -2.80 1.54
O 1.665 -0.402 2.993 -0.58 0.92 -1.72
N 1.388 0.215 1.955 -0.54 -0.79 0.93
N -3.406 -1.839 -0.947 -0.43 0.91 -2.03
C 3.742 0.994 1.872 -0.02 0.00 0.01
C 3.192 2.491 -0.431 0.07 -0.22 0.34
C 4.749 1.752 1.271 -0.40 -0.03 -0.14
C -4.235 -0.994 -0.006 -1.01 0.71 1.38
C 2.178 1.734 0.159 -0.02 -0.02 0.05
C 4.472 2.501 0.126 -0.11 -0.08 0.06
C 2.456 0.992 1.315 0.64 0.57 -0.48
B -1.915 -1.728 -0.688 3.55 -0.58 0.34
H 2.984 3.076 -1.324 -0.01 -0.17 0.20
H -4.086 -1.461 1.080 -0.34 0.90 -2.40
H 1.186 1.737 -0.287 0.17 -0.15 0.24
H 5.749 1.763 1.698 -0.24 -0.05 -0.05
H 5.258 3.097 -0.334 -0.17 -0.14 0.09
H 3.973 0.418 2.766 -0.26 0.09 -0.23
H -1.142 -0.317 0.483 0.46 -0.15 -2.22
H -3.902 0.135 0.050 -0.58 -2.25 -0.36
H -1.256 -3.217 0.460 0.37 0.06 -2.15
H -5.379 -1.051 -0.273 2.46 0.01 0.41
```
Forces are in eV/Å.

Löwdin population analysis, charges in e, atoms 1 to 6: number 1, S, carries 0.912; number 2, F, carries -0.234; number 3, O, carries -0.327; number 4, O, carries 0.040; number 5, O, carries 0.027; number 6, O, carries -0.316